117
Properties=species:S:1:pos:R:3:forces:R:3 method="wB97M-V/def2-TZVPD" s2=2.027 charge=+2 de_lowest_kcal_mol=0.00 e_tot_ha=-4474.5663 spin_multiplicity=3 homo_energy_ev="-11.61 / -12.00" largest_force_ha_per_bohr=0.00855
W 0.348280 -1.565120 -0.069455 0.282 -0.130 0.311
S 0.167727 -3.836015 -2.298208 0.035 -0.038 -0.010
S 0.808195 -0.007821 3.082484 -0.032 0.101 -0.032
S -2.445230 -3.017401 0.682502 -0.041 0.039 0.097
S 0.572437 -1.346344 -3.191536 0.011 -0.075 0.104
F 0.619672 4.669214 0.313206 -0.002 -0.006 0.002
O 2.467147 -1.696400 0.276099 0.060 0.069 -0.017
O 6.677055 -4.428490 4.025849 -0.001 0.011 0.000
O 1.098119 -2.559283 1.692719 -0.108 -0.044 0.018
O 7.091260 -3.255526 2.083169 -0.026 0.009 -0.005
N 0.685462 -3.395451 -0.974401 -0.002 0.044 -0.050
N 0.496062 -0.682248 -1.837835 -0.100 0.092 -0.194
N -0.181447 -2.733572 -3.415328 -0.095 -0.004 -0.042
N -1.358407 -1.874591 0.435667 -0.214 -0.110 -0.199
N -0.099996 2.441325 3.887371 -0.015 -0.019 -0.020
N 2.050195 2.330164 3.546612 0.007 -0.012 0.042
C 2.308926 -2.390592 1.340645 0.086 0.002 0.068
C 4.581667 -1.346974 -3.249860 0.014 -0.002 0.003
C -5.177008 -2.762177 0.777367 0.012 0.001 -0.002
C -5.201365 -0.559855 -0.928421 -0.004 0.008 0.003
C -2.556143 -3.243486 2.437037 0.015 -0.010 -0.009
C -2.896382 -4.754958 4.251969 -0.001 -0.001 -0.002
C 3.193120 -3.649410 3.256057 -0.011 0.000 0.005
C 1.778773 2.628889 0.296906 -0.018 0.008 0.016
C 4.241128 -4.196114 3.994654 -0.004 -0.006 -0.001
C -2.383014 -2.176377 3.305207 0.000 0.002 0.037
C -0.657480 1.339204 0.736909 -0.019 -0.021 0.029
C 0.594309 0.424377 -5.274679 -0.036 0.014 -0.014
C -1.429039 1.317142 -6.217343 -0.013 0.008 -0.012
C 0.352187 3.817602 4.116622 -0.007 -0.006 0.014
C 3.476030 -5.929997 -3.102049 0.007 -0.003 0.009
C -2.735676 -3.697780 5.134802 -0.007 -0.023 -0.004
C 5.508966 -4.003206 3.498981 -0.008 0.008 0.003
C -0.182690 -0.346645 -4.426217 0.015 0.053 -0.020
C 1.737643 1.258770 0.430980 0.031 -0.030 -0.012
C -1.501785 2.096832 3.948295 0.013 -0.010 0.033
C 2.253394 -1.593355 -3.689968 0.013 0.007 -0.016
C 2.512240 -2.365667 -4.818415 -0.010 0.014 0.005
C -0.045237 1.261090 -6.180254 0.029 -0.011 0.008
C 3.149842 -6.566304 -4.290485 0.001 -0.010 -0.006
C -0.636472 2.710301 0.613326 0.038 0.047 -0.027
C 0.905408 1.653392 3.527007 0.001 -0.002 0.016
C -1.326210 -5.924941 -1.479349 0.017 -0.001 0.015
C -1.571847 -0.293894 -4.440200 0.026 0.014 -0.017
C -6.380359 -2.193724 0.389904 0.000 -0.019 0.016
C 2.544289 -5.117887 -2.469752 -0.007 0.012 -0.004
C 0.954143 -5.590980 -4.247182 -0.010 0.018 -0.002
C -3.725064 -6.010361 -1.613657 -0.003 0.009 -0.002
C -3.742366 -4.820364 -2.327540 0.003 -0.004 0.000
C 0.588143 3.335642 0.402600 -0.045 -0.045 -0.002
C 1.891981 -6.400835 -4.863077 -0.004 -0.001 -0.002
C 3.266465 -1.076338 -2.898654 -0.027 -0.008 -0.015
C -2.471230 -2.414832 4.665011 0.008 0.030 -0.008
C -2.794742 -4.533624 2.884689 0.009 0.016 0.002
C 1.299954 -4.962519 -3.057103 0.003 -0.016 -0.006
C 5.751251 -3.295298 2.324325 0.040 -0.009 0.007
C 4.858550 -2.114793 -4.371518 0.015 0.007 0.002
C 3.433566 -2.943407 2.083243 0.008 0.023 -0.025
C -1.360712 -4.730194 -2.187816 -0.015 0.032 -0.017
C -3.996233 -2.208000 0.304796 0.007 0.030 -0.040
C -6.392459 -1.096590 -0.461665 -0.007 0.011 -0.007
C 7.711561 -4.016976 3.122494 0.021 -0.010 0.005
C -2.519572 -6.567748 -1.198524 0.003 -0.008 0.010
C -2.551923 -4.170318 -2.624953 0.027 -0.009 0.010
C 4.739462 -2.750543 1.589404 -0.019 0.000 -0.018
C 3.828556 -2.621820 -5.157317 -0.014 -0.013 -0.008
C 1.884095 3.712618 3.990373 -0.004 0.019 -0.022
C -2.192108 0.544364 -5.348072 -0.013 -0.005 0.007
C 0.522934 0.548148 0.636614 0.087 -0.029 0.000
C -3.987060 -1.117759 -0.551002 -0.003 -0.014 0.012
H 4.074258 -4.747134 4.908797 -0.001 0.001 -0.004
H -2.807466 -3.874387 6.199634 0.003 0.002 -0.001
H -2.067767 2.704394 3.240395 0.005 0.001 0.001
H 2.171564 -3.769830 3.589978 0.012 -0.001 0.004
H -2.154408 -1.191827 2.917158 -0.012 -0.007 -0.006
H -1.606227 0.842755 0.907903 0.004 -0.009 -0.012
H 1.673896 0.376441 -5.238595 0.007 -0.001 -0.005
H 0.033133 4.159888 5.100246 -0.002 0.005 -0.003
H -5.214642 0.299040 -1.586453 0.002 -0.003 -0.001
H -1.616581 1.045708 3.698573 0.000 0.015 0.004
H -3.048516 -0.709798 -0.904407 0.001 0.002 -0.003
H 5.390259 -0.956108 -2.646731 -0.005 -0.003 -0.002
H -2.148458 -0.900432 -3.754104 -0.006 -0.005 -0.008
H 4.916616 -2.202700 0.674811 0.005 -0.007 0.005
H 0.542791 1.865390 -6.857191 -0.001 -0.002 0.002
H 2.390391 3.877126 4.940542 -0.002 -0.010 0.003
H 2.764184 -4.604318 -1.542410 0.007 -0.006 -0.003
H 2.702923 3.163385 0.117688 -0.006 0.002 -0.003
H 8.188299 -4.900170 2.696104 -0.011 -0.001 -0.001
H 2.929336 1.879977 3.362574 0.015 -0.008 -0.008
H -4.655124 -6.517537 -1.392053 0.003 0.000 -0.004
H 3.877396 -7.203644 -4.775681 -0.001 0.005 0.000
H 4.052616 -3.220947 -6.029575 -0.001 0.004 0.003
H 1.696969 -2.763755 -5.409104 0.002 -0.006 -0.001
H 5.886512 -2.320614 -4.639809 -0.005 0.001 0.002
H -1.920733 1.967084 -6.928672 0.001 -0.001 0.002
H 8.427593 -3.393061 3.655260 -0.009 0.001 0.002
H -2.510916 -7.506697 -0.660923 -0.002 0.007 -0.001
H -2.890559 -5.350091 2.178700 -0.002 -0.001 0.005
H -1.538567 3.306939 0.663535 0.009 0.012 0.001
H -4.682112 -4.400193 -2.661052 0.004 0.004 -0.004
H -7.335354 -0.657511 -0.758601 0.003 0.001 0.001
H -0.084504 4.474109 3.361376 0.000 0.005 -0.001
H -7.309702 -2.606217 0.758734 0.003 0.001 -0.004
H -0.026751 -5.445517 -4.683952 0.004 -0.003 0.001
H -3.087103 -5.752081 4.624386 -0.001 0.003 -0.001
H 1.644784 -6.905756 -5.787102 0.000 0.001 0.004
H 2.283810 4.407543 3.253692 0.001 -0.004 0.007
H 2.660843 0.694718 0.367440 -0.008 0.009 -0.007
H -5.162992 -3.613051 1.447002 -0.005 -0.003 0.000
H -0.381237 -6.338441 -1.146932 -0.011 0.000 0.001
H 4.454950 -6.067632 -2.662716 -0.006 0.000 0.000
H -1.884093 2.276501 4.953596 -0.002 0.001 -0.001
H -3.271984 0.595037 -5.384267 0.004 -0.002 0.002
H 3.019160 -0.492159 -2.023622 0.018 0.005 0.011
H -2.540050 -3.249902 -3.190574 -0.008 0.009 -0.001
H -2.330721 -1.601809 5.365162 -0.002 -0.006 -0.002